Entry 1:
116
Properties=species:S:1:pos:R:3:mulliken_charge:R:1 method="wB97M-V/def2-TZVPD" smiles="COC[C@H](C)N.COC[C@H](C)N.COC[C@H](C)N.CCOC(=O)OC.CCOC(=O)OC.CCOC(=O)OC.CCOC(=O)OC.ClCCl" orbital_gap_ha=0.3473 e_tot_ha=-3358.2736 homo_ev=-9.0092 e_lumo_ev=0.4
O 24.8812 -11.9148 21.2124 -0.228
H 22.0913 -8.9562 9.9256 0.252
H 24.1371 -17.3534 14.3466 0.305
H 25.1536 -18.4449 17.3086 0.497
C 25.1642 -12.6242 19.9724 -0.738
C 24.9663 -15.3537 15.5377 -0.940
H 21.1122 -7.5584 8.5014 0.277
H 28.5967 -13.3618 17.8280 0.139
H 31.7604 -9.7487 16.4325 0.384
H 28.8006 -14.8599 12.6954 0.389
H 26.0281 -8.1729 12.4843 -0.034
C 29.1697 -13.8464 12.8523 0.376
H 30.4288 -12.3721 11.7535 0.232
C 26.6508 -11.5932 9.3309 -0.590
H 22.2001 -11.5646 24.1920 0.289
H 29.4696 -13.5082 10.7504 0.381
C 25.0826 -7.6420 12.5948 -0.585
O 27.3669 -8.2950 10.0662 -0.270
C 27.8139 -10.0776 16.1649 0.036
H 27.4813 -11.9852 8.7437 0.256
C 31.5098 -10.2075 15.4761 0.153
C 22.6095 -8.0314 9.6720 0.592
H 27.2195 -10.9682 16.3689 -0.225
H 23.2603 -3.7811 15.4429 0.305
O 22.7336 -6.4644 15.9314 -0.573
H 22.8001 -18.8760 16.5625 0.318
H 29.5670 -7.3487 8.9983 0.336
C 23.6304 -8.3838 8.6788 -1.243
H 28.6416 -15.0163 17.5746 0.250
H 20.9277 -7.0382 10.0300 0.258
Cl 24.3118 -12.6767 12.3787 -0.188
O 23.5301 -17.1272 17.3776 -0.347
O 29.7499 -13.6472 14.1177 -0.373
H 23.5308 -6.4487 10.6687 0.416
H 24.2331 -7.5558 8.3056 0.300
C 29.0977 -13.9979 15.2085 0.739
O 23.3316 -13.4149 21.9298 -0.581
H 23.5326 -11.2264 25.1722 0.254
H 23.9020 -15.1473 15.4249 0.433
H 21.5306 -17.8025 17.0453 0.282
H 24.6836 -10.5001 13.2166 0.029
H 27.5735 -9.8677 15.1226 0.091
H 24.1959 -12.9695 19.6100 0.391
O 24.4882 -8.0959 11.4316 0.094
Cl 24.9544 -11.9459 15.0672 -0.089
C 30.0097 -10.1011 15.1740 -0.225
O 26.7564 -10.2355 9.4088 -0.329
H 29.6754 -9.1365 14.7917 0.534
H 23.0790 -10.0588 17.4372 0.428
O 27.4994 -9.9675 11.6052 -0.111
H 25.5469 -16.9222 13.8107 0.302
C 32.3542 -9.6100 14.3827 -1.530
H 24.8287 -3.5658 14.8331 0.257
C 23.2399 -11.8592 24.3344 -0.660
C 29.6018 -7.3667 10.0876 -1.387
O 24.6559 -5.2068 15.9888 -0.330
C 23.8726 -8.0464 17.9069 -0.327
H 24.6892 -9.6876 16.8672 -0.182
H 30.2083 -8.2447 10.3097 0.290
C 23.2623 -7.4434 11.0245 -0.999
N 25.1211 -17.5015 14.5201 -0.816
H 32.1517 -10.1867 13.4802 0.232
H 26.5009 -16.9040 15.7624 0.119
H 23.3256 -9.0224 16.0500 0.422
H 32.0679 -8.6598 13.9317 0.392
H 25.2956 -14.8756 14.6152 0.363
H 26.2132 -11.4386 13.0943 -0.408
C 24.0902 -4.3458 15.0181 -0.584
O 23.9131 -11.5152 23.1619 -0.300
O 29.2368 -10.3739 16.3703 -0.424
H 24.3426 -9.0629 9.1475 0.072
H 23.2058 -8.9205 7.8304 0.424
H 22.5086 -7.4738 11.8114 0.348
N 21.5869 -7.1024 9.2675 -0.737
C 28.2424 -7.3591 10.6707 -0.002
H 25.5966 -12.2914 17.9338 -0.094
H 30.0881 -14.3367 18.2875 0.297
H 28.3010 -13.1899 12.9014 -0.228
H 28.2857 -7.4748 11.7537 0.175
H 26.6969 -12.0709 10.3096 0.217
H 29.6261 -10.7591 14.3942 0.118
C 25.7556 -11.7340 18.8569 0.286
H 25.7283 -13.5480 20.1007 0.315
H 22.9380 -7.7130 18.3581 0.326
O 27.9718 -14.4143 15.2238 -0.421
H 33.4021 -9.6824 14.6738 0.352
H 23.8790 -4.7850 14.0431 0.197
O 29.9232 -13.8711 16.3016 -0.281
H 25.7334 -11.8585 8.8055 0.250
H 31.3130 -12.2054 15.0202 0.217
C 22.5390 -17.8200 16.6317 -0.709
C 25.1505 -11.4781 13.3334 0.575
C 23.8640 -6.2851 16.3584 0.793
H 27.7383 -6.4082 10.4981 0.354
H 30.2038 -6.5324 10.4476 0.417
H 25.4016 -6.6068 12.7159 0.275
H 27.5728 -9.3025 16.8923 0.265
C 23.9762 -12.3574 22.0857 0.708
H 24.6002 -8.0284 13.4926 0.235
H 25.3714 -14.7382 16.3409 -0.009
C 27.2394 -9.5375 10.4728 0.480
C 23.7040 -9.2565 17.0450 -0.632
H 24.4808 -8.3474 18.7599 0.348
C 24.8808 -17.4158 17.0751 -0.934
H 31.6893 -11.9180 16.5239 0.353
H 23.3642 -12.8885 24.6708 0.303
H 26.8138 -11.7452 19.1182 0.269
C 29.3010 -14.1485 17.5574 -0.576
H 22.4734 -17.4156 15.6216 0.197
H 30.8736 -14.0562 11.5280 0.426
H 25.2869 -10.7504 18.8252 -0.239
N 31.9144 -11.6226 15.5847 -0.677
O 24.4777 -6.9475 17.3535 -0.374
C 25.4140 -16.8223 15.7579 0.655
C 30.0292 -13.3834 11.6775 -1.403
H 25.3319 -16.8614 17.8981 0.284

=====

Entry 2:
8
Properties=species:S:1:pos:R:3:mulliken_charge:R:1 method="wB97M-V/def2-TZVPD" smiles="C=C=NOSI" orbital_gap_ha=0.3048 e_tot_ha=-903.1470 homo_ev=-9.2234 e_lumo_ev=-0.9
O -0.1497 1.9586 0.3489 -0.171
I 1.3608 1.5302 -2.3367 0.089
C -0.1014 -1.6410 0.5915 -0.848
H -1.1153 -1.9755 0.7953 0.218
S -0.7226 2.0385 -1.2463 -0.002
C 0.0538 -0.3537 0.6528 0.608
H 0.5703 -2.3659 0.1818 0.266
N 0.1040 0.8087 1.0126 -0.160

=====

Entry 3:
87
Properties=species:S:1:pos:R:3:mulliken_charge:R:1 method="wB97M-V/def2-TZVPD" orbital_gap_ha=0.1877 e_tot_ha=-11170.7465 homo_ev=-3.5744 charge=-1 e_lumo_ev=1.5
Cl 5.3357 -7.4538 -4.5987 -0.160
C -0.3466 6.5207 -3.3307 -0.251
H 4.1542 4.4756 4.1212 0.220
Cl 5.3952 -6.3974 -0.6539 -0.201
Cl 1.6402 -4.1338 3.1813 -0.075
H 2.5911 3.6203 -3.9266 0.425
C 2.0630 -1.8487 -2.9843 -0.620
C 3.5516 3.9165 3.4077 0.337
H -2.9325 -2.1599 2.9774 0.300
Cl 2.5816 -6.6594 -1.3835 -0.125
C 1.5415 -3.1723 4.6602 -0.402
H 2.1779 -3.6246 5.4194 0.345
H -2.9139 2.1601 2.6529 0.281
Cl 3.0667 1.3101 -3.8560 -0.144
H -0.0803 -3.6542 0.3237 0.263
H -3.4983 3.7291 1.8941 0.307
C -3.0054 -0.8489 -0.6161 -0.086
C -4.9259 -0.0947 2.4232 0.195
N -4.2716 1.9418 0.9166 -0.501
H 2.1951 -1.8353 -4.0655 0.416
C -4.0768 0.4791 1.1857 0.925
H -1.1860 -2.5218 3.4728 0.064
H 1.1114 2.6275 -3.9096 0.094
H 2.9842 -1.5332 -2.4962 0.323
Cl 0.1961 5.2554 2.4371 -0.140
Cl 1.6767 -3.4968 -2.4729 -0.129
O -4.8746 0.5807 3.5256 -0.744
C 4.2201 -6.3638 -1.9762 0.217
H -3.0492 -6.2982 2.1868 0.289
C -1.4389 -2.0133 1.2651 0.775
Cl -0.5875 4.8843 -2.7118 -0.022
Cl -3.3545 -5.7955 -0.0960 -0.134
Cl 0.7706 -0.7261 -2.5502 -0.014
Cl 1.1643 6.6420 0.0618 -0.166
H -3.2516 -1.1062 -1.7099 0.345
C 4.7601 -6.3010 -5.8111 -0.266
H -0.9252 2.3898 1.3680 0.217
O -5.6611 -1.2804 2.3940 -0.758
H 0.6617 -2.5977 1.7388 -0.262
H -1.8828 2.3215 -0.2781 0.037
H -0.9825 1.8971 -7.6826 0.306
C -1.0308 2.3680 -6.7018 -0.314
C 0.0024 -2.6192 0.7939 -0.323
H -2.2391 0.0017 -0.6059 -0.149
H 0.2580 7.0819 -2.6196 0.137
H 5.6028 -5.7069 -6.1616 0.272
C -0.1161 6.5504 1.2771 -0.337
Cl 0.4788 6.4978 -4.8952 -0.177
Cl -0.8831 -6.5114 1.2779 -0.114
H -0.1665 7.4980 1.8114 0.371
H 0.4163 -1.8359 0.0494 -0.023
H 4.3254 -6.8521 -6.6437 0.282
H -4.0070 2.0689 -0.0812 0.327
Cl 1.9647 2.9911 -1.7418 -0.079
Cl 3.2975 2.2803 4.0284 -0.105
H -2.9606 0.3470 1.4729 -0.690
C -2.6424 -6.6854 1.2535 -0.389
H -1.9448 -2.8769 -0.7279 0.379
C 2.0056 4.8287 6.8083 -0.301
H 1.5984 5.2089 7.7439 0.337
H -1.3396 3.4072 -6.8062 0.257
H -1.6155 3.9276 0.6003 -0.312
C -2.4758 -2.2218 0.0548 -0.636
Cl 1.2862 5.7217 5.4639 -0.102
Cl 3.5353 -5.2193 -5.1377 -0.080
C -1.9597 -2.6951 2.6472 -0.707
Cl 0.5741 2.3182 -5.9613 -0.109
H 0.5083 -3.1586 5.0052 0.266
Cl 2.0759 -1.5104 4.3796 -0.101
H -3.4288 -2.7942 0.3689 0.309
Cl 4.3861 3.8870 1.8491 -0.174
Cl -2.2175 1.5125 -5.7114 -0.135
H 1.7607 3.7727 6.7012 0.251
H 2.5853 4.4010 3.2819 -0.255
C -3.1526 2.6535 1.6517 -0.515
H -1.3170 7.0007 -3.4496 0.313
C -1.8040 2.7962 0.7615 0.051
C 2.1073 2.7489 -3.4867 -0.304
N -4.3103 -0.4094 0.0119 -0.243
H -2.8917 -7.7407 1.1517 0.343
H -1.0647 6.3578 0.7768 0.243
H 4.4808 -7.1372 -2.7024 -0.036
H -1.2236 -0.9086 1.5156 -0.145
H -4.9197 0.0266 -0.6989 0.326
H 4.2517 -5.3851 -2.4528 0.105
H -2.1493 -3.8286 2.5124 -0.028
Cl 3.7645 5.0083 6.8321 -0.162

=====

Entry 4:
45
Properties=species:S:1:pos:R:3:mulliken_charge:R:1 method="wB97M-V/def2-TZVPD" orbital_gap_ha="0.2181 / 0.2488" spin_multiplicity=4 e_tot_ha=-2547.6205 homo_ev="-10.2767 / -10.3549" charge=+1 e_lumo_ev="-4.3 / -3.6" s_squared=3.8313
C -1.1646 1.6373 1.0692 0.606
N -0.6747 -0.6669 0.8671 -0.086
H 1.8666 -2.2091 -2.5541 0.504
C -1.7315 4.0474 1.0672 -0.619
C -0.1175 -2.7825 0.0116 -0.024
N 0.5642 -2.1231 -0.9708 0.051
C 1.1336 -4.2325 -1.9987 -0.893
C -0.2717 -4.1924 -0.0269 1.194
H -2.1361 4.9596 1.5439 0.420
H -1.1118 -0.6274 3.7026 0.608
C -1.0559 0.3392 1.7597 -0.157
H -0.6030 2.9283 -1.9356 0.433
N -0.6957 1.7371 -0.2101 0.428
H 0.4448 -5.9890 -1.1253 0.397
C 0.3969 -4.9075 -1.0805 -0.562
N 1.7232 0.9281 -1.4709 -0.027
C 2.2267 1.8709 -3.5837 -0.780
C -1.6037 2.8128 1.7660 0.859
C -1.3388 4.0194 -0.2557 -0.806
H 2.6701 1.6190 0.1872 0.491
H -2.1088 -2.1008 2.7730 0.508
C -1.6490 1.4514 3.8316 -0.988
H -1.2206 -5.9045 0.9667 0.304
H 2.1653 1.7683 -4.6538 0.436
H -1.8979 1.4429 4.9340 0.321
H -2.3558 -4.5827 2.5969 0.412
H 1.7112 -4.7280 -2.7373 0.422
Cr 0.0373 -0.0743 -0.9369 0.138
H 3.7103 3.5795 -0.9774 0.406
C -1.0920 -4.7877 0.9374 -0.833
H 3.7725 3.3766 -3.5932 0.419
C 3.1818 2.8232 -1.5827 -0.764
C -1.6684 -4.0572 1.9544 -0.637
C 2.5039 1.8267 -0.8580 -0.241
C 3.1314 2.7511 -2.9758 -0.207
C -1.4715 -2.6714 2.0788 -0.903
C 1.2521 -2.7997 -1.8814 -0.017
S 0.0752 0.1776 -3.3454 -0.258
H -2.0060 3.5662 3.7670 0.361
C -0.7589 -2.0357 1.0621 0.456
C -1.8099 2.6666 3.1727 -0.715
C -1.2874 0.2886 3.1214 -0.409
H -1.3029 4.9594 -0.7809 0.404
C 1.4279 1.0195 -2.7722 0.620
C -0.8610 2.8759 -0.8635 -0.272

=====

Entry 5:
21
Properties=species:S:1:pos:R:3:mulliken_charge:R:1 method="wB97M-V/def2-TZVPD" orbital_gap_ha=0.3090 e_tot_ha=-366.3033 homo_ev=-7.5591 e_lumo_ev=0.8
H -2.5885 2.3896 -1.2690 0.250
H -0.9560 2.3818 0.3496 0.307
O 3.7814 -0.4198 -2.1298 -0.609
H -2.2694 -1.2710 -1.4750 0.096
C -2.1227 1.4452 -0.9864 -1.015
C -0.8898 0.1240 0.6525 0.398
C -1.2971 1.4263 0.0319 -0.046
H -1.3566 -2.5342 -0.9679 0.178
C 1.4672 0.1253 1.3685 -1.019
H 2.8581 -0.4838 -2.1484 0.316
H 2.2466 0.6271 1.7577 0.464
H -2.7516 0.6798 -1.3811 0.211
H 4.1624 -0.1358 -2.8891 0.293
H 1.5960 0.3385 0.2953 0.227
H -0.2022 -0.4854 2.5619 0.389
C -1.0385 -1.1947 0.3444 -0.075
H -0.1170 1.2700 2.3742 0.374
H 1.8538 -0.9612 1.3665 0.260
H -0.6936 -1.9746 1.0780 0.270
N -1.6827 -1.6534 -0.8201 -0.346
C 0.0000 0.3063 1.8863 -0.925

=====

Entry 6:
15
Properties=species:S:1:pos:R:3:mulliken_charge:R:1 method="wB97M-V/def2-TZVPD" orbital_gap_ha="0.2694 / 0.3184" e_tot_ha=-465.4118 homo_ev="-13.7369 / -14.5229" charge=+1 e_lumo_ev="-6.4 / -5.9"
H 2.5743 -1.9302 -0.6709 0.277
C -1.6552 0.9076 -0.9473 -0.536
C -0.8770 1.1572 0.1902 -0.255
F -1.5019 -1.2223 -0.0493 -0.223
N 1.6139 -1.4368 -0.5386 -0.324
H 2.9770 -0.6782 1.5530 0.266
H -2.2778 1.8546 -1.1584 0.288
F -2.9872 0.1563 0.9275 -0.238
H -1.4242 0.3681 -1.9203 0.248
H -0.7677 2.0955 0.6919 0.359
N 2.1941 -0.0270 1.1616 -0.383
C -1.8900 0.0662 0.1941 0.764
H 1.7059 0.6453 1.7616 0.268
C 1.3970 -0.3875 0.1801 0.195
H 0.9189 -1.5686 -1.3751 0.295

=====

Entry 7:
10
Properties=species:S:1:pos:R:3:mulliken_charge:R:1 method="wB97M-V/def2-TZVPD" orbital_gap_ha=0.2963 e_tot_ha=-627.9102 homo_ev=-4.2174 charge=-1 e_lumo_ev=3.8
C -1.6057 -1.4992 -0.5577 0.166
H 0.1612 -0.0298 0.2992 0.238
H -1.3562 -2.5913 -0.6497 0.255
H 1.9158 1.2838 -1.3761 0.265
C 1.6542 1.7659 -0.4415 -0.790
O -2.3986 -0.8782 -1.2654 -0.613
S 1.3824 0.6183 0.9542 -0.405
O -0.8765 -0.9885 0.3678 -0.608
H 0.8636 2.4880 -0.6677 0.268
H 2.5710 2.3277 -0.1673 0.224

=====

Entry 8:
36
Properties=species:S:1:pos:R:3:mulliken_charge:R:1 method="wB97M-V/def2-TZVPD" smiles="Cc1ccc(OC(=O)N[C@@H]2CCS(=O)(=O)C2)cc1C" orbital_gap_ha=0.3418 e_tot_ha=-1259.5017 homo_ev=-8.6748 e_lumo_ev=0.6
H 0.3011 2.1002 -0.4128 0.364
H 3.7118 1.9047 -4.7294 0.367
C -2.3511 -1.2670 1.9075 -0.149
O -0.6199 -3.8836 2.3721 -0.680
C 3.1262 2.5519 -4.0819 -1.480
H -0.4347 -2.0161 1.4291 0.293
H -3.9485 -2.7373 2.1501 0.400
C 1.4285 3.8663 -2.0974 -1.603
N -1.0490 -1.2235 1.2879 -0.054
C -0.7494 -0.3091 0.3295 0.648
O -2.5557 -4.5632 3.7251 -0.701
H 1.9685 -1.4671 -2.0430 0.473
H -2.9657 -0.5201 1.3917 0.533
C 0.9300 1.6155 -1.1420 -0.484
C 1.5896 2.3773 -2.0968 0.897
H 3.1589 -0.1246 -3.7391 0.319
H -1.7360 0.0091 3.5472 0.395
H 2.3907 4.3564 -1.9502 0.329
C -2.9190 -2.6698 1.8156 -0.984
C -2.2614 -0.9362 3.4117 -0.863
H -2.7912 -3.1270 0.8409 0.417
C 2.5306 0.3677 -3.0111 -0.770
H 3.7965 3.2713 -3.6125 0.320
C 2.4020 1.7495 -3.0447 0.991
O 0.4674 -0.5850 -0.1790 -0.328
H 1.0271 4.2067 -3.0511 0.334
C 1.8680 -0.3938 -2.0684 -0.769
H -3.2736 -0.8244 3.8022 0.377
H 0.7533 4.1802 -1.3065 0.379
H -1.9346 -2.3059 5.0932 0.446
H 2.4209 3.1104 -4.6964 0.325
C 1.0614 0.2369 -1.1323 0.184
C -1.5450 -2.0787 4.1075 -0.719
S -1.8522 -3.5264 3.0263 1.144
H -0.4692 -1.9424 4.1474 0.313
O -1.4761 0.5973 0.0094 -0.660